Density functional theory data (ωB97M-V/def2-TZVPD) for C48H56FFeN5O5S3Sb as an isolated structure at a distorted geometry.

As for the strongest force on any atom: 5.48 eV/Å. The HOMO energy (spin up / spin down) is -11.1 / -11.3 eV. Its total energy is -144505.98009 eV. The energy relative to the best compared isomer or geometry (same formula, charge and spin) comes out at 3.862 eV. As for the HOMO-LUMO gap (spin up / spin down): 6.38 / 6.17 eV. The spin multiplicity is 6. Its net charge is +2.

Cartesian coordinates (Å):
1 Fe -0.809 0.186 -0.612
2 F -1.237 -3.022 -6.146
3 C -0.523 -3.480 -5.096
4 C -0.718 -2.884 -3.894
5 C 0.032 -3.260 -2.784
6 C -0.140 -2.532 -1.538
7 O -1.063 -1.714 -1.450
8 C 0.820 -2.813 -0.518
9 C 1.684 -3.852 -0.696
10 N 1.767 -4.603 -1.817
11 C 2.818 -5.603 -1.933
12 C 2.442 -7.052 -2.037
13 C 3.062 -6.522 -0.781
14 C 0.974 -4.276 -2.921
15 C 1.128 -4.918 -4.159
16 C 0.407 -4.523 -5.279
17 N 0.595 -5.167 -6.525
18 C -0.216 -4.832 -7.711
19 C 0.054 -5.882 -8.799
20 N 0.430 -7.169 -8.113
21 C 1.800 -7.045 -7.487
22 C 1.922 -5.635 -6.907
23 C 1.026 -1.937 0.685
24 O 1.625 -2.388 1.675
25 O 0.658 -0.709 0.573
26 H -1.433 -2.073 -3.807
27 H 2.387 -4.093 0.091
28 H 3.678 -5.253 -2.488
29 H 3.034 -7.683 -2.687
30 H 1.386 -7.287 -2.007
31 H 4.089 -6.779 -0.559
32 H 2.424 -6.437 0.090
33 H 1.837 -5.734 -4.230
34 H -0.002 -3.842 -8.118
35 H -1.266 -4.858 -7.443
36 H 0.879 -5.615 -9.454
37 H -0.830 -6.043 -9.408
38 H 0.391 -7.962 -8.747
39 H -0.245 -7.329 -7.369
40 H 2.542 -7.225 -8.259
41 H 1.884 -7.815 -6.727
42 H 2.361 -4.960 -7.647
43 H 2.596 -5.654 -6.063
44 S -1.225 1.481 1.432
45 C -2.326 2.595 0.874
46 N -2.663 3.666 1.543
47 C -3.692 4.567 0.992
48 C -3.440 4.736 -0.471
49 N -3.469 3.412 -1.118
50 C -4.124 3.367 -2.442
51 C -5.628 3.484 -2.310
52 C -6.365 2.473 -1.688
53 C -7.742 2.590 -1.567
54 C -8.395 3.714 -2.065
55 C -7.667 4.723 -2.676
56 C -6.284 4.611 -2.792
57 C -2.964 2.373 -0.511
58 S -2.972 0.835 -1.149
59 C -2.150 3.957 2.901
60 C -3.089 3.478 3.984
61 C -2.824 2.291 4.662
62 C -3.675 1.853 5.669
63 C -4.804 2.593 5.995
64 C -5.078 3.774 5.316
65 C -4.221 4.217 4.319
66 H -3.620 5.527 1.495
67 H -4.689 4.159 1.166
68 H -2.470 5.208 -0.643
69 H -4.216 5.354 -0.913
70 H -3.837 2.440 -2.921
71 H -3.734 4.199 -3.025
72 H -5.858 1.593 -1.303
73 H -8.311 1.799 -1.092
74 H -9.472 3.798 -1.980
75 H -8.172 5.599 -3.068
76 H -5.715 5.406 -3.268
77 H -2.002 5.033 2.967
78 H -1.189 3.466 2.996
79 H -1.951 1.706 4.393
80 H -3.452 0.939 6.205
81 H -5.464 2.257 6.786
82 H -5.953 4.358 5.574
83 H -4.432 5.155 3.812
84 C 2.159 -0.418 6.109
85 C 1.021 -0.283 5.092
86 Sb 1.712 -0.011 3.063
87 C 2.124 2.099 2.877
88 C 2.195 2.796 4.241
89 C 3.695 -0.789 3.065
90 C 4.734 0.123 3.729
91 H 1.740 -0.622 7.098
92 H 2.750 0.496 6.190
93 H 2.832 -1.244 5.867
94 H 0.381 0.578 5.293
95 H 0.399 -1.176 5.055
96 H 1.337 2.507 2.247
97 H 3.065 2.161 2.329
98 H 1.254 2.717 4.792
99 H 2.408 3.859 4.105
100 H 2.988 2.387 4.872
101 H 3.917 -0.963 2.012
102 H 3.619 -1.764 3.550
103 H 4.781 1.106 3.259
104 H 5.726 -0.324 3.639
105 H 4.540 0.264 4.794
106 O -1.775 -2.068 -7.983
107 C -0.543 -1.962 -7.439
108 O 0.340 -2.652 -7.876
109 C -0.369 -1.041 -6.275
110 C -1.428 -0.534 -5.526
111 C -1.198 0.139 -4.332
112 C 0.106 0.349 -3.864
113 S 0.522 1.041 -2.291
114 C 1.163 -0.094 -4.667
115 C 0.926 -0.789 -5.840
116 H -2.381 -1.436 -7.587
117 H -2.464 -0.705 -5.814
118 H -2.038 0.466 -3.731
119 H 2.179 0.069 -4.330
120 H 1.750 -1.170 -6.432

Forces on atoms 1 to 3 (eV/Å):
0.6134 -0.3320 -0.0775
-1.9226 -4.0883 3.0614
0.3950 -0.7163 0.6985

=====

Density functional theory data (ωB97M-V/def2-TZVPD) for C48H56N3O4P2S2SeSiTi as an isolated structure at a distorted geometry.

As for the strongest force on any atom: 1.24 eV/Å. The HOMO energy (spin up / spin down) is -7.3 / -7.4 eV. Its total energy is -199943.05981 eV. The energy relative to the best compared isomer or geometry (same formula, charge and spin) comes out at 0.514 eV. As for the HOMO-LUMO gap (spin up / spin down): 7.37 / 7.38 eV. The spin multiplicity is 2. Its net charge is 0.

Cartesian coordinates (Å):
1 Ti 1.455 -0.172 -0.087
2 N 0.822 2.809 -0.697
3 P 2.384 2.256 -0.232
4 C 3.307 3.379 -1.355
5 C 3.395 3.043 -2.707
6 C 3.990 3.905 -3.613
7 C 4.514 5.117 -3.178
8 C 4.446 5.451 -1.835
9 C 3.847 4.584 -0.922
10 C 2.608 3.024 1.427
11 C 1.591 3.816 1.955
12 C 1.706 4.372 3.225
13 C 2.832 4.125 3.994
14 C 3.844 3.324 3.483
15 C 3.737 2.779 2.210
16 P -0.432 1.653 -0.712
17 C -1.761 2.731 -0.091
18 C -2.247 2.509 1.197
19 C -3.159 3.390 1.764
20 C -3.595 4.491 1.042
21 C -3.108 4.722 -0.240
22 C -2.189 3.848 -0.807
23 C -0.766 1.410 -2.504
24 C -1.997 1.563 -3.134
25 C -2.145 1.264 -4.483
26 C -1.067 0.792 -5.219
27 C 0.166 0.627 -4.602
28 C 0.307 0.935 -3.258
29 H 0.623 3.788 -0.849
30 H 3.009 2.093 -3.053
31 H 4.051 3.630 -4.659
32 H 4.979 5.795 -3.884
33 H 4.859 6.389 -1.487
34 H 3.811 4.854 0.125
35 H 0.691 3.998 1.385
36 H 0.901 4.983 3.618
37 H 2.915 4.544 4.991
38 H 4.722 3.109 4.082
39 H 4.528 2.143 1.838
40 H -1.913 1.637 1.749
41 H -3.530 3.213 2.768
42 H -4.317 5.174 1.476
43 H -3.441 5.587 -0.799
44 H -1.802 4.043 -1.800
45 H -2.851 1.928 -2.581
46 H -3.111 1.394 -4.957
47 H -1.189 0.545 -6.268
48 H 1.015 0.254 -5.162
49 H 1.278 0.805 -2.794
50 S 5.105 0.838 -0.418
51 C 4.342 -0.491 -1.063
52 N 3.020 -0.682 -1.358
53 C 2.825 -1.916 -2.038
54 C 1.651 -2.317 -2.668
55 C 1.647 -3.498 -3.393
56 C 2.773 -4.313 -3.456
57 C 3.943 -3.928 -2.823
58 C 3.960 -2.713 -2.151
59 S 5.312 -1.889 -1.444
60 H 0.758 -1.712 -2.620
61 H 0.751 -3.776 -3.929
62 H 2.741 -5.240 -4.016
63 H 4.835 -4.542 -2.876
64 Se 2.825 -0.885 1.875
65 C 2.220 -0.115 3.508
66 C 1.193 0.815 3.585
67 C 0.816 1.311 4.823
68 N 1.383 0.952 5.976
69 C 2.377 0.061 5.891
70 C 2.825 -0.493 4.703
71 H 0.695 1.157 2.692
72 H 0.013 2.041 4.894
73 H 2.839 -0.226 6.831
74 H 3.633 -1.214 4.702
75 C -4.439 0.444 -0.487
76 C -3.841 -0.929 -0.742
77 C -4.003 -1.313 -2.210
78 C -4.556 -1.936 0.156
79 O -2.428 -0.820 -0.416
80 Si -1.392 -2.043 0.006
81 O 0.081 -1.333 0.016
82 O -1.551 -3.258 -1.071
83 C -1.394 -4.696 -0.922
84 C -1.461 -5.274 -2.323
85 C -2.537 -5.292 -0.103
86 C -0.051 -4.992 -0.264
87 O -1.805 -2.694 1.441
88 C -1.628 -2.312 2.819
89 C -2.713 -3.046 3.593
90 C -0.253 -2.759 3.279
91 C -1.806 -0.804 2.969
92 H -5.502 0.436 -0.742
93 H -3.946 1.210 -1.087
94 H -4.334 0.718 0.566
95 H -5.066 -1.399 -2.457
96 H -3.515 -2.267 -2.408
97 H -3.552 -0.555 -2.854
98 H -5.630 -1.891 -0.036
99 H -4.382 -1.703 1.209
100 H -4.215 -2.955 -0.028
101 H -2.364 -4.922 -2.827
102 H -1.489 -6.365 -2.276
103 H -0.595 -4.979 -2.912
104 H -3.492 -5.133 -0.612
105 H -2.583 -4.845 0.887
106 H -2.383 -6.369 -0.001
107 H 0.758 -4.501 -0.811
108 H 0.137 -6.068 -0.250
109 H -0.045 -4.624 0.766
110 H -2.638 -4.122 3.414
111 H -3.706 -2.711 3.281
112 H -2.601 -2.862 4.665
113 H -0.185 -3.850 3.238
114 H -0.064 -2.434 4.307
115 H 0.524 -2.341 2.639
116 H -2.824 -0.515 2.688
117 H -1.105 -0.276 2.319
118 H -1.618 -0.495 3.999

Forces on atoms 1 to 3 (eV/Å):
0.6132 -0.5748 0.0242
-0.0709 -0.1513 0.0571
-0.3641 1.1760 0.1018

=====

Density functional theory data (ωB97M-V/def2-TZVPD) for a 15-piece molecular cluster, C48H57FN16O3S overall.

As for the strongest force on any atom: 0.89 eV/Å. The HOMO energy is -9.2 eV. Its total energy is -94233.30851 eV. As for the HOMO-LUMO gap: 8.34 eV. Its net charge is 0.

Cartesian coordinates (Å):
1 O 1.041 -2.704 0.657
2 C 1.084 -1.859 -0.206
3 C 0.491 -0.520 -0.063
4 C 0.558 0.198 1.132
5 C 0.026 1.461 1.176
6 C -0.577 2.029 0.048
7 C -0.677 1.309 -1.132
8 C -0.124 0.028 -1.187
9 C -0.139 -0.782 -2.419
10 O -1.105 -0.864 -3.136
11 C 1.116 -1.544 -2.660
12 C 1.710 -2.112 -1.524
13 C 2.865 -2.875 -1.635
14 C 3.441 -3.037 -2.883
15 C 2.851 -2.437 -3.980
16 F 3.486 -2.558 -5.163
17 C 1.677 -1.690 -3.933
18 C 1.136 -1.064 -5.183
19 C 0.746 -2.063 -6.285
20 C -0.708 -2.525 -6.271
21 C -1.713 -1.400 -6.401
22 S -3.403 -2.085 -6.291
23 C -4.209 -0.833 -5.438
24 N -5.293 -0.232 -5.787
25 N -5.594 0.660 -4.765
26 C -4.635 0.535 -3.907
27 O -3.733 -0.398 -4.249
28 H 1.030 -0.248 1.989
29 H 0.088 2.054 2.072
30 H -0.969 3.029 0.091
31 H -1.151 1.710 -2.014
32 H 3.307 -3.317 -0.758
33 H 4.354 -3.596 -2.996
34 H 0.304 -0.415 -4.960
35 H 1.924 -0.421 -5.573
36 H 0.953 -1.600 -7.246
37 H 1.376 -2.940 -6.215
38 H -0.933 -3.155 -5.418
39 H -0.836 -3.158 -7.149
40 H -1.615 -0.643 -5.635
41 H -1.649 -0.920 -7.370
42 H -4.514 1.090 -3.000
43 C 2.809 -0.654 5.348
44 C 2.079 0.391 4.649
45 N 1.505 1.219 4.099
46 H 3.169 -1.402 4.643
47 H 3.664 -0.234 5.873
48 H 2.176 -1.147 6.077
49 C -0.990 -2.605 8.697
50 C 0.416 -2.867 8.950
51 N 1.530 -3.070 9.139
52 H -1.269 -2.916 7.694
53 H -1.627 -3.139 9.397
54 H -1.211 -1.543 8.795
55 C 2.500 5.229 -0.937
56 C 1.414 5.038 0.010
57 N 0.553 4.861 0.748
58 H 3.331 5.749 -0.464
59 H 2.867 4.270 -1.298
60 H 2.167 5.812 -1.794
61 C -0.198 -5.378 -1.299
62 C -0.097 -5.198 -2.737
63 N -0.008 -5.063 -3.873
64 H -1.238 -5.384 -0.977
65 H 0.257 -6.320 -0.997
66 H 0.315 -4.571 -0.777
67 C 5.498 7.945 -1.038
68 C 5.271 7.300 -2.321
69 N 5.045 6.734 -3.293
70 H 6.396 8.558 -1.053
71 H 4.653 8.578 -0.770
72 H 5.616 7.195 -0.263
73 C -3.279 -2.131 4.485
74 C -3.481 -2.697 5.812
75 N -3.681 -3.131 6.858
76 H -3.786 -1.175 4.388
77 H -2.221 -1.968 4.283
78 H -3.670 -2.804 3.726
79 C 8.172 4.937 0.373
80 C 7.811 6.229 0.934
81 N 7.494 7.245 1.366
82 H 9.104 5.011 -0.183
83 H 8.294 4.203 1.167
84 H 7.389 4.589 -0.299
85 C -5.754 -4.007 9.681
86 C -4.545 -3.560 10.348
87 N -3.598 -3.210 10.892
88 H -5.899 -3.464 8.749
89 H -5.687 -5.067 9.442
90 H -6.624 -3.856 10.316
91 C -4.309 -2.097 0.230
92 C -3.727 -1.151 1.170
93 N -3.241 -0.410 1.899
94 H -5.268 -1.730 -0.133
95 H -3.645 -2.235 -0.623
96 H -4.468 -3.062 0.707
97 C 5.989 -0.660 -4.961
98 C 6.628 0.283 -4.055
99 N 7.128 1.028 -3.340
100 H 5.044 -0.264 -5.326
101 H 6.628 -0.865 -5.818
102 H 5.787 -1.600 -4.452
103 C -5.362 2.534 -8.384
104 C -3.966 2.140 -8.286
105 N -2.867 1.821 -8.186
106 H -5.814 2.142 -9.293
107 H -5.922 2.146 -7.534
108 H -5.461 3.618 -8.396
109 C 4.719 5.843 3.950
110 C 4.675 5.293 2.606
111 N 4.643 4.859 1.545
112 H 5.642 6.404 4.093
113 H 3.877 6.512 4.111
114 H 4.674 5.044 4.688
115 C -0.977 -4.770 12.069
116 C -0.037 -5.082 13.135
117 N 0.702 -5.332 13.977
118 H -0.448 -4.358 11.211
119 H -1.504 -5.667 11.748
120 H -1.714 -4.043 12.398
121 C -8.500 1.482 -5.995
122 C -9.019 2.547 -6.839
123 N -9.421 3.396 -7.498
124 H -8.297 0.589 -6.584
125 H -7.570 1.780 -5.517
126 H -9.216 1.224 -5.216

Forces on atoms 1 to 3 (eV/Å):
0.2626 -0.3853 0.6152
-0.1275 -0.0038 -0.2089
-0.0892 0.5679 0.1802

=====

Density functional theory data (ωB97M-V/def2-TZVPD) for C48H57KN7O3S as an isolated structure at a distorted geometry.

As for the strongest force on any atom: 4.06 eV/Å. The HOMO energy (spin up / spin down) is -4.2 / -4.2 eV. Its total energy is -94433.02892 eV. The energy relative to the best compared isomer or geometry (same formula, charge and spin) comes out at 0.129 eV. As for the HOMO-LUMO gap (spin up / spin down): 5.44 / 5.44 eV. Its net charge is -1.

Cartesian coordinates (Å):
1 K -0.863 0.699 -1.625
2 C 1.816 -1.811 6.182
3 C 0.951 -0.527 6.184
4 C 0.182 -0.445 4.879
5 C -1.059 -1.066 4.550
6 C -1.977 -1.818 5.460
7 C -2.985 -1.057 6.351
8 C -1.242 -0.889 3.118
9 C -2.218 -1.534 2.329
10 C -2.090 -2.033 0.996
11 C -3.245 -2.591 0.276
12 C -4.628 -2.979 0.830
13 C -5.719 -1.867 0.922
14 C -2.725 -2.921 -0.970
15 C -1.298 -2.536 -0.956
16 C -0.369 -2.609 -2.024
17 C 0.943 -2.008 -2.112
18 N 1.648 -1.393 -1.143
19 C 2.757 -0.839 -1.678
20 C 3.730 -0.029 -1.032
21 C 3.791 0.425 0.346
22 N 2.669 0.229 1.135
23 C 2.929 0.660 2.372
24 C 2.111 0.523 3.545
25 C 0.769 0.092 3.707
26 N -0.220 -0.002 2.700
27 C 4.271 1.254 2.407
28 C 4.801 1.106 1.141
29 C 6.132 1.581 0.652
30 C 7.163 0.497 0.433
31 C 4.993 1.826 3.644
32 C 4.511 3.205 4.119
33 C 2.782 -1.097 -3.137
34 C 1.702 -1.923 -3.382
35 C 1.365 -2.524 -4.746
36 C 1.991 -3.876 -5.055
37 C 3.843 -0.538 -4.085
38 C 3.533 0.835 -4.697
39 N -0.978 -2.056 0.270
40 C -3.395 -3.613 -2.140
41 C -2.917 -5.033 -2.217
42 H 2.529 -1.852 7.007
43 H 2.416 -1.920 5.283
44 H 1.155 -2.703 6.276
45 H 1.599 0.356 6.268
46 H 0.276 -0.587 7.060
47 H -1.364 -2.451 6.129
48 H -2.495 -2.520 4.816
49 H -2.508 -0.526 7.172
50 H -3.702 -1.750 6.849
51 H -3.566 -0.345 5.755
52 H -3.095 -1.922 2.889
53 H -4.439 -3.345 1.873
54 H -5.074 -3.811 0.283
55 H -5.555 -1.190 1.746
56 H -6.706 -2.353 1.105
57 H -5.736 -1.253 0.024
58 H -0.775 -3.051 -2.967
59 H 4.633 0.146 -1.650
60 H 2.578 0.630 4.522
61 H 6.601 2.351 1.315
62 H 5.956 2.107 -0.321
63 H 7.545 0.032 1.373
64 H 8.057 0.842 -0.094
65 H 6.779 -0.305 -0.203
66 H 6.064 1.863 3.456
67 H 4.976 1.111 4.494
68 H 4.762 3.970 3.398
69 H 4.903 3.522 5.105
70 H 3.422 3.157 4.235
71 H 1.628 -1.814 -5.551
72 H 0.251 -2.656 -4.721
73 H 2.946 -3.722 -5.604
74 H 1.350 -4.478 -5.687
75 H 2.245 -4.480 -4.183
76 H 3.966 -1.228 -4.950
77 H 4.812 -0.529 -3.540
78 H 2.655 0.694 -5.335
79 H 4.323 1.201 -5.343
80 H 3.256 1.614 -3.969
81 H -3.153 -3.117 -3.080
82 H -4.497 -3.628 -1.970
83 H -1.863 -5.105 -2.360
84 H -3.355 -5.535 -3.086
85 H -3.164 -5.579 -1.317
86 C -5.449 2.360 -1.617
87 C -4.148 1.929 -2.273
88 O -3.136 1.968 -1.542
89 C -4.175 1.574 -3.711
90 C -5.241 1.887 -4.556
91 C -5.357 1.294 -5.838
92 C -4.309 0.631 -6.408
93 C -3.119 0.523 -5.759
94 C -2.938 0.951 -4.384
95 O -1.824 0.756 -3.839
96 H -5.414 2.071 -0.542
97 H -6.338 1.926 -2.115
98 H -5.505 3.468 -1.649
99 H -6.040 2.554 -4.205
100 H -6.366 1.205 -6.300
101 H -4.419 0.206 -7.402
102 H -2.270 0.021 -6.238
103 O -1.311 0.705 1.000
104 N -0.190 0.762 1.610
105 C -1.305 5.153 -0.512
106 N -0.039 5.030 0.209
107 C 0.283 5.450 1.533
108 C 1.396 4.808 1.934
109 N 1.767 3.979 0.881
110 C 0.909 4.143 -0.189
111 S 1.123 3.612 -1.760
112 H -1.926 5.933 -0.078
113 H -1.816 4.157 -0.521
114 H -1.061 5.386 -1.558
115 H -0.294 6.194 2.087
116 H 1.989 4.960 2.796
117 H 2.428 3.245 0.896

Forces on atoms 1 to 3 (eV/Å):
0.5788 -0.0698 0.3902
-0.3948 -0.5041 0.3499
-0.0946 -0.6534 -0.3046

=====

What is the net charge in the fourth record?
-1

=====

The highest net charge belongs to which entry?
C48H56FFeN5O5S3Sb

=====

Which formula does entry 3 have?
C48H57FN16O3S

=====

The highest net charge belongs to which entry?
C48H56FFeN5O5S3Sb